[1]
A structure of composition C41H37MgN4O2PS, computed with ωB97M-V/def2-TZVPD.

Computed properties:
highest occupied orbital energy: -7.60 eV
net charge: 0
energy above the lowest of the compared OMol25 structures with the same formula, charge and spin: 0.000 eV
Kohn-Sham gap: 0.255 Eh

Last column: Mulliken charge in e.
Atoms and positions in Å:
Mg 0.120 0.700 0.264  3.033
C 1.874 3.386 4.302  -1.630
C 0.725 2.753 3.512  0.546
C 0.539 3.530 2.213  -1.157
C 1.051 1.271 3.286  0.166
C 1.183 0.520 4.625  -0.573
O 0.241 -0.553 4.527  -0.473
C -0.384 -0.443 3.331  0.194
N 0.012 0.500 2.567  0.064
C -1.481 -1.431 3.177  0.216
C -2.035 -1.880 4.384  -1.199
C -3.067 -2.795 4.411  -0.824
C -3.571 -3.290 3.219  -0.909
C -3.037 -2.854 2.022  -0.244
C -1.992 -1.930 1.970  0.747
P -1.291 -1.480 0.328  0.743
C -2.789 -1.386 -0.706  0.596
C -2.755 -1.826 -2.028  -0.714
C -3.855 -1.651 -2.854  -0.819
C -4.991 -1.017 -2.375  -0.665
C -5.022 -0.549 -1.069  -0.801
C -3.927 -0.729 -0.240  -1.054
C -0.547 -3.086 -0.179  0.526
C -1.259 -4.233 -0.528  -0.124
C -0.586 -5.389 -0.889  -0.800
C 0.802 -5.421 -0.913  -0.634
C 1.520 -4.284 -0.578  -0.683
C 0.846 -3.125 -0.218  -0.565
H 1.687 4.450 4.444  0.451
H 2.805 3.281 3.739  0.338
H 2.010 2.931 5.285  0.408
H -0.196 2.812 4.104  0.307
H 1.477 3.548 1.653  0.262
H 0.263 4.561 2.437  0.533
H -0.242 3.100 1.589  -0.136
H 1.974 1.215 2.707  -0.063
H 0.899 1.138 5.478  0.386
H 2.173 0.100 4.799  0.242
H -1.647 -1.490 5.313  0.499
H -3.477 -3.118 5.358  0.401
H -4.379 -4.010 3.220  0.462
H -3.458 -3.223 1.099  0.277
H -1.868 -2.315 -2.413  0.501
H -3.822 -2.009 -3.876  0.484
H -5.847 -0.876 -3.022  0.404
H -5.894 -0.029 -0.697  0.448
H -3.947 -0.340 0.770  0.644
H -2.340 -4.225 -0.547  0.312
H -1.149 -6.273 -1.162  0.430
H 1.322 -6.323 -1.206  0.397
H 2.602 -4.289 -0.603  0.483
H 1.405 -2.227 0.021  0.008
C 4.506 3.939 -1.511  -0.556
C 3.105 3.896 -1.658  -0.912
C 2.387 2.875 -1.102  -0.181
C 3.010 1.836 -0.362  1.411
C 2.232 0.781 0.215  -0.709
C 2.954 -0.186 0.890  0.325
C 4.360 -0.161 1.029  -1.248
C 5.087 0.862 0.491  -1.073
C 4.426 1.889 -0.222  0.941
C 5.147 2.959 -0.808  -0.816
H 5.071 4.743 -1.967  0.388
H 2.603 4.680 -2.213  0.436
H 1.308 2.837 -1.212  0.272
H 2.434 -1.009 1.380  0.449
H 4.863 -0.951 1.576  0.411
H 6.165 0.895 0.594  0.371
H 6.225 2.980 -0.693  0.389
N -0.672 1.793 -6.907  -0.291
C -0.279 0.634 -6.357  0.310
S 0.124 -0.646 -7.318  -0.387
C -0.252 0.569 -4.873  1.185
C -0.831 1.553 -4.073  -1.254
C -0.742 1.451 -2.695  -1.033
N -0.119 0.450 -2.078  0.606
C 0.422 -0.502 -2.840  -0.888
C 0.377 -0.489 -4.221  -0.702
H -0.660 1.858 -7.910  0.208
H -0.853 2.622 -6.368  0.151
H -1.379 2.384 -4.495  0.269
H -1.205 2.186 -2.048  0.389
H 0.920 -1.309 -2.317  0.502
H 0.828 -1.281 -4.799  0.462
O -3.842 2.513 0.356  -0.725
C -2.744 2.055 0.272  0.750
N -1.649 1.598 0.192  -0.890

Cartesian forces (eV/Å) of the 3 atoms listed first:
-0.4 0.0 0.0
-0.1 -0.1 0.0
0.0 0.0 -0.1

***

[2]
A cluster of 2 separate species, C10H25O6P2 in total, computed with ωB97M-V/def2-TZVPD.

Computed properties:
highest occupied orbital energy: -2.72 eV
net charge: -1
energy above the lowest of the compared OMol25 structures with the same formula, charge and spin: 0.781 eV
Kohn-Sham gap: 0.203 Eh

Last column: natural (NBO) charge in e.
Atoms and positions in Å:
C 6.053 -1.927 1.174  -0.625
C 5.811 -0.724 0.271  -0.062
O 4.436 -0.715 -0.074  -0.550
C 4.125 0.154 -1.092  0.842
O 4.543 -0.033 -2.218  -0.597
C 3.320 1.372 -0.716  -0.531
C 2.557 1.336 0.615  -0.403
C 1.046 1.071 0.527  -0.737
P 0.471 -0.228 -0.756  0.408
P -0.416 -1.614 0.843  0.940
O 0.645 -2.910 0.828  -1.014
O -1.725 -2.166 -0.030  -1.031
H 6.834 -1.717 1.900  0.197
H 5.125 -2.149 1.689  0.233
H 6.362 -2.786 0.588  0.204
H 6.091 0.205 0.770  0.156
H 6.418 -0.822 -0.628  0.180
H 2.694 1.629 -1.561  0.253
H 4.080 2.155 -0.643  0.218
H 2.693 2.315 1.082  0.183
H 3.027 0.627 1.287  0.211
H 0.740 0.702 1.507  0.208
H 0.478 1.990 0.378  0.196
H 1.771 -0.927 -0.694  -0.199
H -0.023 -1.260 -1.761  -0.242
H -0.867 0.405 -0.800  -0.188
H 0.897 0.612 -1.881  -0.169
H 0.837 -3.198 -0.074  0.462
H -1.454 -2.311 -0.951  0.465
O -3.090 0.429 1.407  -0.533
C -4.054 0.469 0.713  0.797
O -4.560 1.687 0.360  -0.521
C -5.570 1.836 -0.627  -0.066
C -6.964 1.677 -0.050  -0.635
C -4.766 -0.785 0.266  -0.758
H -5.397 1.162 -1.466  0.175
H -5.444 2.849 -1.008  0.188
H -7.117 0.674 0.348  0.208
H -7.719 1.863 -0.815  0.206
H -7.112 2.382 0.768  0.212
H -5.485 -1.071 1.035  0.226
H -4.012 -1.563 0.177  0.289
H -5.281 -0.694 -0.689  0.203

Cartesian forces (eV/Å) of the 3 atoms listed first:
0.0 0.3 -0.2
0.4 -0.6 -0.1
-0.1 0.5 0.0

***

[3]
The molecule C4H5IN2O, computed with ωB97M-V/def2-TZVPD.

Computed properties:
highest occupied orbital energy: -8.00 eV
net charge: 0
energy above the lowest of the compared OMol25 structures with the same formula, charge and spin: 1.384 eV
Kohn-Sham gap: 0.304 Eh

Last column: natural (NBO) charge in e.
Atoms and positions in Å:
C -0.332 1.725 0.317  0.137
C 0.066 -0.335 -0.048  0.138
C 1.437 0.476 -0.173  -0.118
C 0.017 -1.882 -0.090  -0.082
N -0.843 0.558 0.124  -0.480
N 1.032 1.771 0.095  -0.541
O -1.221 -2.364 0.229  -0.716
I 3.483 -0.024 -0.144  0.172
H -0.750 2.694 0.230  0.188
H 0.119 -1.994 -1.191  0.167
H 0.804 -2.482 0.415  0.205
H 1.618 2.655 0.154  0.440
H -1.967 -1.656 0.082  0.490

Cartesian forces (eV/Å) of the 3 atoms listed first:
2.2 2.4 -1.3
7.7 0.3 0.1
-3.0 -1.4 1.0

***

[4]
A cluster of 2 separate species, CH3NO4S in total, computed with ωB97M-V/def2-TZVPD.

Computed properties:
highest occupied orbital energy: -10.69 eV
net charge: 0
energy above the lowest of the compared OMol25 structures with the same formula, charge and spin: 1.322 eV
Kohn-Sham gap: 0.365 Eh

Last column: natural (NBO) charge in e.
Atoms and positions in Å:
C 1.590 0.051 0.665  -0.273
N 0.288 0.753 -1.187  0.383
O -0.718 0.501 -1.798  -0.339
O -2.326 0.645 0.512  -0.871
O -2.318 -1.693 -0.154  -0.849
O 0.589 -0.206 -0.294  -0.348
S -2.597 -0.329 -0.511  1.682
H 2.548 0.306 0.203  0.196
H 1.674 -0.880 1.228  0.217
H 1.270 0.852 1.337  0.201

Cartesian forces (eV/Å) of the 3 atoms listed first:
0.6 0.6 0.4
-0.4 0.5 -0.5
2.0 0.1 0.7

***

[5]
A structure of composition H4OP2S, computed with ωB97M-V/def2-TZVPD.

Computed properties:
highest occupied orbital energy: -8.98 eV
net charge: 0
energy above the lowest of the compared OMol25 structures with the same formula, charge and spin: 0.975 eV
Kohn-Sham gap: 0.332 Eh

Last column: natural (NBO) charge in e.
Atoms and positions in Å:
O 0.141 -1.142 -1.588  -0.989
P -0.271 1.431 -0.371  0.082
P -0.384 -0.691 -0.134  1.003
S -2.024 -1.541 0.415  -0.545
H -0.282 -1.910 -1.811  0.500
H 1.090 1.434 -0.255  0.001
H -0.369 1.360 1.008  0.003
H 0.937 -1.278 1.015  -0.055

Cartesian forces (eV/Å) of the 3 atoms listed first:
1.8 3.1 1.0
-1.1 0.3 -0.1
2.2 -2.2 2.0

***

[6]
A structure of composition C22H17CrN5O2, computed with ωB97M-V/def2-TZVPD.

Computed properties:
⟨S²⟩: 0.77
highest occupied orbital energy (alpha / beta): -11.56 / -11.38 eV
net charge: +1
multiplicity: 2
Kohn-Sham gap (alpha / beta): 0.294 / 0.292 Eh

Last column: Mulliken spin population.
Atoms and positions in Å:
Cr 0.265 0.695 -0.784  1.103
O -3.085 2.228 -2.231  0.001
C -2.207 1.504 -1.827  -0.010
O -0.996 1.837 -1.569  -0.017
C -2.421 0.016 -1.603  0.022
C -3.653 -0.589 -1.883  -0.003
C -3.778 -1.943 -1.729  0.006
C -2.653 -2.686 -1.317  -0.001
C -2.681 -4.086 -1.153  0.002
C -1.566 -4.776 -0.764  -0.002
C -0.368 -4.086 -0.518  0.002
C -0.308 -2.725 -0.658  -0.002
C -1.438 -1.989 -1.060  0.009
N -1.341 -0.640 -1.191  -0.011
H -4.460 0.049 -2.206  0.000
H -4.713 -2.451 -1.922  0.000
H -3.613 -4.594 -1.344  0.000
H -1.602 -5.849 -0.646  0.000
H 0.505 -4.645 -0.215  0.000
H 0.593 -2.160 -0.474  -0.016
N 4.365 0.193 0.317  0.002
C 4.205 -1.152 0.462  0.000
C 2.898 -1.418 0.175  0.004
N 2.244 -0.266 -0.150  -0.014
C 3.167 0.699 -0.051  0.009
C 2.800 2.031 -0.389  0.024
N 1.558 2.204 -0.833  -0.030
C 1.429 3.521 -1.139  0.010
C 2.609 4.158 -0.869  -0.003
N 3.471 3.208 -0.396  0.004
H 5.222 0.701 0.457  0.000
H 5.004 -1.805 0.743  0.000
H 2.426 -2.378 0.191  0.000
H 0.506 3.906 -1.526  0.000
H 2.896 5.185 -0.970  0.000
H 4.416 3.381 -0.093  0.000
C -1.255 1.558 3.734  0.012
C -0.653 2.557 2.989  -0.010
C -0.205 2.288 1.704  0.027
C -0.326 1.022 1.149  -0.140
C -0.946 0.034 1.901  0.040
C -1.413 0.298 3.181  -0.007
H -1.606 1.764 4.733  0.000
H -0.537 3.550 3.396  -0.001
H 0.229 3.098 1.136  -0.002
H -1.080 -0.964 1.500  -0.007
H -1.905 -0.482 3.742  0.000

Cartesian forces (eV/Å) of the 3 atoms listed first:
-1.2 -0.3 1.3
0.4 -0.3 0.2
-1.6 -0.6 -0.4